Here is a 2-piece molecular cluster, C20H46BN6O4S overall from the OMol25 dataset. Energies are from ωB97M-V with the def2-TZVPD basis set.

Structure (XYZ):
```
78
Properties=species:S:1:pos:R:3:lowdin_charge:R:1
C 6.770 -0.313 2.080 -0.14
C 5.621 -1.214 1.355 -0.25
C 5.010 -0.302 0.184 -0.23
C 4.689 -1.084 -1.178 -0.20
C 3.344 -0.462 -1.806 -0.24
C 3.518 1.019 -2.411 -0.17
C 2.352 1.945 -1.764 -0.21
C 0.878 1.427 -2.092 -0.19
C -0.271 2.032 -1.143 -0.10
C -0.148 1.613 0.407 -0.37
N 0.316 2.884 1.052 0.09
N 0.861 0.559 0.725 0.12
C 0.172 -0.733 0.641 -0.17
N 0.507 -1.868 0.057 0.13
C -0.329 -3.123 0.119 -0.14
C -1.166 -3.382 -1.239 -0.16
C -1.442 -4.985 -1.274 -0.17
C -2.855 -5.353 -1.950 -0.19
N -3.833 -5.635 -0.860 0.00
C -4.363 -4.407 -0.248 -0.42
C -3.950 -3.938 1.243 -0.01
O -5.193 -3.760 -0.944 0.02
N -1.065 -0.527 1.387 0.15
C -1.426 0.941 1.128 -0.29
N -2.748 1.032 0.467 0.10
B -1.427 1.510 2.675 -0.47
O -0.271 1.359 3.551 0.07
O -2.588 2.135 3.230 0.12
H 6.210 0.555 2.590 0.08
H 7.348 -0.894 2.868 0.07
H 7.457 0.109 1.272 0.07
H 4.823 -1.368 2.169 0.10
H 6.076 -2.195 1.003 0.10
H 5.688 0.588 -0.088 0.11
H 4.057 0.182 0.619 0.10
H 5.557 -1.151 -1.908 0.12
H 4.418 -2.165 -0.875 0.10
H 2.870 -1.180 -2.574 0.11
H 2.610 -0.359 -0.920 0.05
H 3.378 0.979 -3.538 0.11
H 4.530 1.432 -2.087 0.11
H 2.502 2.082 -0.644 0.09
H 2.509 2.987 -2.233 0.12
H 0.751 0.296 -2.085 0.09
H 0.619 1.771 -3.162 0.13
H -1.304 1.727 -1.544 0.11
H -0.241 3.174 -1.217 0.12
H 1.199 3.213 0.645 0.09
H -0.372 3.636 0.923 0.06
H 1.281 0.573 1.667 0.15
H 1.382 -1.935 -0.477 0.15
H 0.436 -3.983 0.172 0.15
H -1.000 -3.118 1.038 0.12
H -0.568 -3.052 -2.161 0.12
H -2.144 -2.797 -1.168 0.10
H -0.547 -5.545 -1.708 0.12
H -1.511 -5.297 -0.168 0.10
H -2.698 -6.318 -2.549 0.13
H -3.216 -4.553 -2.684 0.14
H -3.456 -6.274 -0.150 0.11
H -4.885 -3.781 1.893 0.10
H -3.476 -2.910 1.125 0.06
H -3.239 -4.711 1.703 0.08
H -1.873 -1.055 1.025 0.11
H -3.485 0.775 1.146 0.10
H -2.826 0.384 -0.337 0.09
H 0.051 2.281 3.664 0.11
H -2.280 2.555 4.061 0.12
C -3.579 7.115 -0.143 -0.26
S -3.025 5.732 0.875 0.83
O -1.756 5.213 0.272 -0.57
C -4.349 4.603 0.398 -0.26
H -2.867 7.934 -0.030 0.05
H -3.621 6.813 -1.191 0.06
H -4.564 7.443 0.194 0.06
H -4.344 4.458 -0.684 0.06
H -5.309 5.013 0.717 0.06
H -4.181 3.646 0.894 0.03
```

Properties
total charge = +1
ΔE to the lowest compared entry with this formula, charge and spin = 549.5 kJ/mol
HOMO-LUMO gap = 8.2898 eV